The following is a DFT calculation (the ωB97M-V functional and the def2-TZVPD basis) of a gas-phase ion, C12H18IN2 (charge +1).

```
33
Properties=species:S:1:pos:R:3:forces:R:3:mulliken_charge:R:1
C -1.154288 -1.868372 -1.825259 0.0540 0.1658 0.0998 -0.95
C -2.352305 -2.307699 -1.297694 -0.1065 0.0502 0.2360 -0.52
C -1.929306 -1.004463 0.665018 0.0188 0.1341 -0.0811 -0.11
C -0.321509 -0.974744 -1.154964 -0.0539 0.1296 0.0963 0.50
C -0.727867 -0.528584 0.114376 -0.4408 -0.6587 -0.1865 0.22
C -2.741537 -1.867703 -0.040422 -0.4707 -0.2531 0.1662 -0.61
C 1.017918 -0.680350 -1.756508 0.2793 -0.3270 0.1325 -0.70
C 2.132873 -1.451473 -1.017035 -0.0029 0.0845 -0.4312 -0.76
C -0.025234 0.436150 0.950886 0.4304 -0.1657 0.3430 0.48
C -0.944587 2.414171 -0.183080 0.1012 -0.1104 -0.0443 -1.47
C 0.871118 2.720078 1.548054 0.0120 -0.1572 -0.2441 -2.02
C 0.312416 1.802712 0.461614 0.0514 0.5030 0.0673 1.01
N 0.128520 0.136336 2.206381 -0.1514 0.1883 -0.1401 -0.17
N 2.495584 -0.773640 0.218889 -0.1029 0.2004 0.2191 -0.45
I -4.568106 -2.495869 0.814501 0.4701 0.1410 -0.2445 0.14
H -0.855754 -2.226523 -2.798404 0.0809 -0.0444 -0.1027 0.43
H -2.971568 -2.989545 -1.857316 -0.0910 -0.0651 -0.0602 0.41
H -2.260653 -0.636176 1.624663 -0.0381 0.0204 0.0881 0.54
H 1.012431 -1.013657 -2.793202 -0.0333 0.1141 -0.0474 0.50
H 1.255948 0.381018 -1.751667 0.0419 0.0473 -0.1266 0.21
H 1.766637 -2.449717 -0.767479 0.0572 0.0249 -0.0688 0.45
H 2.978256 -1.565881 -1.706678 -0.0443 -0.0552 0.1131 0.37
H -0.726915 3.433305 -0.486911 0.0202 0.0984 0.0009 0.46
H -1.768347 2.433436 0.525542 -0.1391 0.0414 0.0615 0.35
H -1.251112 1.855811 -1.063002 -0.0795 -0.0508 -0.0376 0.35
H 0.145013 2.885643 2.342443 -0.0670 0.0489 0.0974 0.45
H 1.099538 3.688980 1.112045 0.0220 0.0364 0.0140 0.43
H 1.793695 2.324996 1.966332 0.1460 -0.0001 0.1266 0.48
H 1.062854 1.701767 -0.325086 -0.0260 -0.1372 0.0955 -0.06
H -0.110642 -0.786634 2.548023 0.0421 0.0760 -0.0598 0.35
H 0.534208 0.794271 2.859612 -0.0411 -0.0341 -0.0779 0.27
H 2.993769 -1.400237 0.840787 0.0318 0.0860 -0.0420 0.22
H 3.108952 0.012593 0.025540 0.0291 -0.1317 0.0378 0.22
```
Forces are in eV/Å.

Computed properties:
LUMO, eV: -3.928
E_HOMO, eV: -11.88
SMILES: CC(C)C(=[NH2+])c1cc(I)ccc1CCN
Frontier orbital gap, hartree: 0.2922
Energy relative to the best compared isomer or geometry (same formula, charge and spin), kJ/mol: 0.0
Net charge: +1

=====

The following is a DFT calculation (the ωB97M-V functional and the def2-TZVPD basis) of a molecular structure, C12H18Cl2InN2 in a non-equilibrium geometry.

```
35
Properties=species:S:1:pos:R:3:forces:R:3:mulliken_charge:R:1
In -0.932782 -0.076664 -3.107772 -0.6754 0.0767 -1.2531 0.53
Cl -1.659771 1.738231 -1.685399 -0.3405 0.4108 0.4280 -0.59
Cl -1.112847 -2.268520 -2.189111 -0.1365 -0.7645 0.3832 -0.57
C -2.326665 -0.048843 -4.664684 -1.4494 0.0827 0.1210 -0.92
H -2.836421 -0.971914 -4.995489 0.5915 0.4049 -0.2108 0.25
H -2.833104 0.876875 -4.998023 0.5482 -0.4630 -0.0939 0.25
C 1.845183 -0.193940 -0.137237 0.9039 -0.8751 2.0124 -0.31
C 1.429561 -0.039408 -1.355360 0.1169 -0.0554 -2.1728 0.04
H 1.623728 -1.116712 0.403663 0.3033 0.2016 -0.4562 0.22
C 1.630316 1.235812 -2.129124 0.1416 1.0036 0.1930 -0.59
H 1.000846 -0.910229 -1.883122 0.1748 0.5943 0.5890 0.66
C 2.741643 2.113712 -1.522293 0.0224 -0.2615 -0.1008 -0.99
H 1.816383 1.047108 -3.196920 0.0406 -0.0426 0.2896 0.38
H 0.712554 1.855840 -2.080658 0.4115 -0.4483 -0.1192 0.11
C 2.617721 2.193317 0.000995 -0.1116 -0.2257 0.1054 -0.65
H 3.709896 1.682993 -1.803398 0.0900 0.0860 0.1393 0.35
H 2.691397 3.123073 -1.946722 0.0499 -0.1213 -0.0241 0.37
C 2.657116 0.795002 0.641091 0.0674 0.6594 -0.0954 -0.72
H 3.407944 2.826101 0.423041 -0.1016 -0.0216 -0.0407 0.33
H 1.653836 2.650143 0.256099 0.0761 0.0442 -0.0888 0.29
H 3.703610 0.453985 0.680208 -0.1519 -0.0823 0.0411 0.30
H 2.309600 0.849099 1.681932 0.0238 -0.0351 -0.1396 0.26
N -3.044422 -1.781149 4.208333 -0.8056 -0.3025 1.0938 -0.47
C -2.266190 -1.514720 3.129491 0.8301 0.3768 -0.9744 1.25
C -2.421448 -0.317472 2.390349 0.3706 -0.5090 -0.0398 -0.78
C -1.554997 -0.082681 1.320147 -0.1811 -0.5094 0.7696 -0.31
N -0.572104 -0.924282 1.015191 -0.0656 -0.2348 -0.5358 -0.02
C -0.438798 -2.080428 1.657405 -0.8598 0.5773 0.6281 -0.35
C -1.258379 -2.425153 2.732096 -0.0346 0.4326 -0.2492 -0.76
H -3.773597 -1.150791 4.510233 0.3117 -0.1863 -0.2308 0.18
H -2.927003 -2.631831 4.740386 -0.0049 0.3138 -0.2808 0.17
H -3.183020 0.415006 2.649937 0.0327 -0.1957 -0.0072 0.28
H -1.658452 0.798221 0.682710 0.0974 -0.1963 0.2342 0.22
H 0.346241 -2.758030 1.312482 -0.1266 0.1838 0.0835 0.36
H -1.097576 -3.361749 3.259520 -0.1593 0.0820 0.0023 0.26
```
Forces are in eV/Å.

Computed properties:
LUMO (spin up / spin down), eV: 2.819 / 2.813
E_HOMO (spin up / spin down), eV: -2.21 / -4.02
Frontier orbital gap (spin up / spin down), hartree: 0.1849 / 0.2510
Net charge: -1

=====

The following is a DFT calculation (the ωB97M-V functional and the def2-TZVPD basis) of a molecular structure, C26H58BiP4S in a non-equilibrium geometry.

```
90
Properties=species:S:1:pos:R:3:forces:R:3:mulliken_charge:R:1
Bi -0.456584 0.453276 -1.021995 1.4071 0.8593 -1.5143 1.10
P -2.321633 2.353360 -0.621875 -0.7818 1.2263 -0.2187 0.76
P -2.562040 -1.706710 0.966399 0.0762 -0.5038 0.6643 1.34
P 1.642894 2.295994 -1.483875 1.1158 0.3954 -0.2894 0.83
H -1.944148 -4.768447 -1.971715 0.3642 0.0943 -0.1479 0.41
C -1.017384 -4.332890 -2.363587 0.5164 0.0632 0.1599 -0.55
C 0.154884 -4.461094 -1.721492 -0.5410 -0.0173 -0.2738 -0.58
H 0.236349 -5.008919 -0.775649 -0.0070 0.1626 -0.3675 0.41
C -3.590812 2.336337 -1.934395 0.1198 -0.3283 -0.1428 -1.17
C -3.275189 2.277068 0.933623 0.2422 -0.2631 0.2930 -0.87
C -1.686509 4.065941 -0.674843 0.3660 -0.0550 0.1097 -1.13
C -1.961141 -3.398864 0.930837 0.1792 -0.1592 0.0955 -0.48
C -3.482406 -1.436572 2.489866 0.0261 0.1799 0.1364 -1.21
C -3.669797 -1.479858 -0.431567 0.0788 0.4229 -0.4327 -0.79
C 3.059256 1.338494 -2.149218 -0.3384 -0.5202 0.1988 -1.13
C 2.394893 3.271429 -0.129587 -0.2520 0.0072 0.4099 -1.27
C 1.476204 3.567204 -2.795894 -0.6664 -0.0810 -0.2037 -1.32
H -1.085721 -3.829518 -3.334625 0.0528 -0.2053 0.3554 0.27
H 1.089991 -4.086448 -2.148849 -0.3476 -0.1035 0.1554 0.17
H -4.131989 3.293686 -1.912701 0.1480 -0.2578 0.0928 0.45
H -4.302306 1.516374 -1.766440 0.1616 0.2328 -0.0953 0.43
H -3.126781 2.205542 -2.921751 -0.0985 0.0415 0.2561 0.33
H -3.906853 3.175064 1.002975 0.1511 -0.2387 -0.1137 0.55
H -2.605394 2.254069 1.805721 -0.1895 0.0676 -0.2655 0.07
H -3.923076 1.389588 0.959717 0.1444 0.2768 -0.0714 0.33
H -2.538061 4.752618 -0.547510 0.2323 -0.2438 -0.0372 0.56
H -1.201993 4.272907 -1.638970 -0.2575 -0.1199 0.2584 0.22
H -0.960868 4.242927 0.132901 -0.2332 -0.0388 -0.2178 0.30
H -2.814546 -4.071862 1.097978 0.0959 0.2203 -0.0396 0.56
H -1.230054 -3.563765 1.732595 -0.2147 0.0721 -0.1652 0.41
H -1.495822 -3.650352 -0.033135 -0.1378 0.2492 0.2433 -0.60
H -4.373146 -2.083687 2.489217 0.2725 0.1683 -0.0189 0.50
H -3.798874 -0.386893 2.569913 0.0538 -0.3074 0.0084 0.31
H -2.856454 -1.687840 3.358361 -0.1558 0.0625 -0.2427 0.37
H -4.563997 -2.104820 -0.278609 0.3082 0.1313 0.0479 0.53
H -3.182736 -1.795114 -1.366434 -0.1064 0.0421 0.2363 0.31
H -3.996105 -0.432631 -0.532202 0.0677 -0.3791 0.0843 0.14
H 3.787598 2.043804 -2.574943 -0.2482 -0.1113 0.1786 0.47
H 2.722020 0.654967 -2.939945 0.0887 0.1785 0.1155 0.26
H 3.536720 0.756859 -1.348541 -0.1126 0.1644 -0.2521 0.29
H 2.770832 4.223548 -0.531647 -0.1137 -0.3350 0.0912 0.64
H 3.230362 2.719354 0.321434 -0.2677 0.1738 -0.1691 0.53
H 1.646419 3.489898 0.645285 0.3185 0.0196 -0.1444 0.15
H 2.404882 4.155914 -2.804109 -0.2087 -0.2387 0.1497 0.53
H 0.631578 4.235232 -2.592128 0.2803 -0.0611 -0.1390 0.38
H 1.331898 3.097951 -3.777519 0.0508 0.1715 0.3837 0.43
C 0.112738 -0.283373 -4.492365 0.3734 -1.5422 -0.7141 1.37
C -0.120696 -0.265616 -5.886289 0.0543 0.1161 0.7475 -0.66
C 0.339288 -1.312030 -6.680365 0.1696 -0.1737 0.1980 -0.59
C 1.017110 -2.393379 -6.099692 -0.0585 0.2033 0.1727 -0.61
C 1.248606 -2.412244 -4.718544 -0.1085 -0.0166 -0.1419 -0.94
C 0.800328 -1.366493 -3.914972 -0.3013 0.4153 -0.3911 -0.40
S -0.464794 1.068582 -3.562263 -0.7357 0.6711 0.6904 -0.47
H -1.426755 -0.782381 0.981975 -1.0833 -0.8999 0.0004 -0.77
H -0.663585 0.580151 -6.306741 0.1316 -0.2604 -0.0701 0.41
H 0.166344 -1.282304 -7.757239 0.0410 -0.0468 0.3379 0.41
H 1.362727 -3.222557 -6.718177 -0.0860 0.2843 0.1714 0.42
H 1.773708 -3.249857 -4.257670 -0.1079 0.1987 -0.2221 0.43
H 0.953213 -1.383360 -2.831701 0.1424 -0.1319 -0.2336 0.19
C 1.420991 -2.649050 1.400041 -0.0562 -0.1345 -0.0014 -1.51
C 0.914104 -1.735914 2.526107 -0.1383 0.2582 -0.1963 1.23
C 1.634117 -2.077442 3.831048 -0.0674 -0.3260 0.3623 -2.02
P 0.939715 0.049961 1.961897 0.2923 0.0486 0.5490 0.18
C -0.273610 0.971579 3.058068 0.2031 -0.3536 -0.1401 2.29
C -0.343738 0.522238 4.517789 -0.1760 0.2345 0.3352 -1.87
C -0.079197 2.488923 2.934814 -0.0992 0.0115 0.1204 -1.44
C 2.633612 0.697581 2.386012 -0.1954 0.3569 -0.2894 1.37
C 2.959479 0.922018 3.864307 0.2957 -0.0267 0.2322 -1.57
C 3.724026 -0.131346 1.690376 0.2088 0.1339 0.0041 -1.63
H 2.492259 -2.493499 1.214583 -0.3464 -0.1022 0.0344 0.28
H 0.884094 -2.496500 0.454283 0.0756 0.0140 0.0595 0.17
H 1.280396 -3.698987 1.695242 0.1218 0.2132 -0.1080 0.55
H -0.162796 -1.927893 2.679449 0.1489 0.0034 0.0259 -0.11
H 2.725614 -2.024772 3.731631 -0.3444 0.0140 0.0025 0.32
H 1.316023 -1.463560 4.680185 0.1796 -0.1628 -0.2758 0.39
H 1.389700 -3.119468 4.088437 0.1230 0.2307 -0.0636 0.51
H -1.243577 0.714334 2.595511 0.0499 0.1126 0.1034 -1.00
H 0.612202 0.653552 5.041175 -0.3710 -0.0956 -0.1528 0.24
H -1.086307 1.145989 5.037824 0.1759 -0.1790 -0.0582 0.54
H -0.668891 -0.520064 4.623169 0.1431 0.2147 -0.0388 0.32
H -0.136941 2.831450 1.891270 0.0682 -0.0712 0.1057 0.05
H -0.874645 3.000965 3.496705 0.2539 -0.0591 -0.1291 0.55
H 0.884305 2.813985 3.352438 -0.3332 -0.0677 -0.1555 0.32
H 2.619855 1.693892 1.911895 0.0279 -0.3268 0.1866 -0.28
H 2.946458 -0.008290 4.443508 0.0210 0.3674 -0.1443 0.25
H 3.981361 1.326609 3.923643 -0.2676 -0.0943 0.0236 0.49
H 2.299323 1.651113 4.345316 0.1842 -0.1968 -0.1157 0.33
H 3.492972 -0.325271 0.633423 0.0324 -0.0470 0.2187 0.25
H 4.669631 0.430941 1.726023 -0.2357 -0.2222 0.0011 0.49
H 3.896908 -1.091344 2.196771 -0.0458 0.3194 -0.2031 0.32
```
Forces are in eV/Å.

Computed properties:
LUMO, eV: -9.640
E_HOMO, eV: -15.37
Frontier orbital gap, hartree: 0.2107
Energy relative to the best compared isomer or geometry (same formula, charge and spin), kJ/mol: 0.0
Net charge: +3

=====

The following is a DFT calculation (the ωB97M-V functional and the def2-TZVPD basis) of a molecular structure, C2H12N4O6Y in a non-equilibrium geometry.

```
25
Properties=species:S:1:pos:R:3:forces:R:3:mulliken_charge:R:1
Y 1.250055 0.877956 0.167341 0.5855 1.0817 0.0984 2.29
O 1.285923 3.021244 -0.483883 -0.0352 -0.3752 0.1358 -0.94
H 0.600678 3.536853 -0.915629 0.1426 -0.1311 0.0023 0.13
O 3.365964 0.405337 0.194444 0.0853 0.0169 -0.1026 -0.95
H 3.807086 1.234223 -0.021198 0.2174 -0.1210 0.0013 0.20
O 0.913880 -0.134277 -1.837356 -0.2810 -0.1589 0.1647 -0.95
H 1.465657 -0.904023 -2.006596 0.0008 0.1633 -0.0747 0.12
O 1.120598 1.203823 2.407755 -0.2951 -0.1396 -0.3879 -0.96
H 1.633595 0.836531 3.131090 -0.0239 0.0166 -0.2154 0.14
C 0.651843 -2.574465 0.749602 0.3816 0.2600 -0.2699 0.54
O 0.739414 -1.368147 0.794842 -0.5139 -0.1278 0.3648 -0.50
N 1.571317 -3.316251 0.061326 -0.1341 -0.4989 0.1392 -0.39
N -0.360672 -3.272925 1.356056 0.5181 -0.3264 -0.3440 -0.43
H 2.372162 -2.850587 -0.327696 -0.0325 0.2866 0.1289 0.25
H 1.575346 -4.319218 0.088220 -0.0095 0.0543 -0.0207 0.14
H -0.288706 -4.271584 1.398585 -0.3837 0.0260 0.0990 0.14
H -1.144157 -2.778479 1.733666 0.0690 0.0824 0.1295 0.22
C -2.155258 1.654631 -0.582934 0.2301 0.6374 -0.1885 0.46
O -1.083869 1.284496 -0.157943 -0.4954 -0.2850 0.5522 -0.52
N -2.710575 2.855621 -0.212457 -0.3176 -0.5944 -0.3453 -0.40
N -2.863317 0.901181 -1.477557 -0.1082 -0.1686 0.1972 -0.44
H -2.254850 3.406705 0.490082 0.2119 0.0154 -0.0895 0.25
H -3.502844 3.205293 -0.717285 0.0050 0.1871 0.2179 0.15
H -3.631004 1.263912 -2.009925 0.0444 0.0377 -0.0056 0.17
H -2.358271 0.102149 -1.822556 0.1384 0.0616 -0.1870 0.27
```
Forces are in eV/Å.

Computed properties:
LUMO, eV: 2.803
E_HOMO, eV: -3.99
Frontier orbital gap, hartree: 0.2497
Energy relative to the best compared isomer or geometry (same formula, charge and spin), kJ/mol: 0.0
Net charge: -1